# C3H8NO2

The ion C3H8NO2 with charge +1 at a distorted geometry (the ωB97M-V functional and the def2-TZVPD basis, the OMol25 dataset).

* electronic energy: -8819.0955 eV
* highest occupied orbital energy: -15.60 eV
* structure (SMILES): C[NH2+]CC(=O)O
* net charge: +1
* Kohn-Sham gap: 11.851 eV

Last column: Mulliken charge in e.
Geometry (Å):
C  -1.8807  -0.5041  -0.6194  -0.7983
N  -0.5003  -0.6391  -0.0692  -0.2026
C  0.3821  0.5687  -0.2535  -0.5136
C  1.6930  0.2633  0.4908  0.4649
O  2.3407  -0.7223  0.3770  -0.4566
O  2.0126  1.3704  1.1725  -0.4220
H  -2.3383  -1.4896  -0.6579  0.3480
H  -1.8098  -0.1567  -1.6479  0.3486
H  -2.4196  0.2342  -0.0399  0.3350
H  -0.0084  -1.4534  -0.4523  0.3877
H  -0.5488  -0.7828  0.9395  0.3629
H  0.5218  0.6482  -1.3288  0.3874
H  -0.0974  1.4161  0.2011  0.3852
H  2.6532  1.2471  1.8880  0.3734

Cartesian forces (eV/Å) of the 6 atoms listed first:
0.2 -0.1 -0.7
0.3 0.2 0.4
0.0 -1.2 0.0
0.4 1.8 -0.4
-0.2 -0.9 0.2
-0.6 0.0 0.4